## A
An isolated molecule of C5H7FO2. Source: the OMol25 dataset; level of theory: wB97M-V/def2-TZVPD.

CARTESIAN COORDINATES (ANGSTROEM)
C (-2.43, -0.71, -0.27)
C (-1.53, 0.47, 0.10)
O (-1.67, 1.67, 0.23)
C (0.08, -0.22, 0.32)
F (0.13, -1.53, 0.53)
C (1.19, 0.52, 0.11)
C (2.49, -0.15, 0.14)
O (1.06, 1.79, -0.19)
H (-2.71, -1.40, 0.56)
H (-3.27, -0.30, -0.85)
H (-1.91, -1.35, -0.97)
H (2.47, -1.20, -0.13)
H (3.03, 0.62, -0.58)
H (2.98, -0.23, 1.09)
H (0.09, 2.02, -0.08)

frontier orbital gap: 9.21 eV
LUMO energy: 0.75 eV
E_HOMO: -8.465 eV
total charge: 0
SMILES: CC(=O)/C(F)=C(/C)O
M: 118.11 g mol⁻¹

Charges computed using Löwdin, reported in e:
1. C -0.0188
2. C -0.2637
3. O 0.0720
4. C -0.1491
5. F 0.0395
6. C -0.4057
7. C -0.0076
8. O 0.0646
9. H 0.1065
10. H 0.0828
11. H 0.0762
12. H 0.0827
13. H 0.1397
14. H 0.0791
15. H 0.1017

=====

## B
A 2-piece molecular cluster, C5H7FO2 overall. Source: the OMol25 dataset; level of theory: wB97M-V/def2-TZVPD.

CARTESIAN COORDINATES (ANGSTROEM)
C (0.41, 0.78, 0.55)
C (-1.46, 0.05, -1.98)
C (-1.40, -1.32, -1.28)
C (-0.24, -0.46, -1.28)
C (1.74, 0.68, 2.43)
O (-0.30, 1.66, 0.91)
O (1.42, 0.27, 1.06)
F (0.84, -0.93, -1.95)
H (-1.58, 0.03, -2.98)
H (-1.91, 0.97, -1.52)
H (-1.90, -1.74, -0.35)
H (-1.31, -2.09, -2.04)
H (1.11, 0.12, 3.14)
H (1.87, 1.74, 2.63)
H (2.73, 0.25, 2.67)

frontier orbital gap: 9.39 eV
LUMO energy: 0.61 eV
E_HOMO: -8.779 eV
total charge: 0
M: 118.11 g mol⁻¹

Charges computed using Löwdin, reported in e:
1. C -0.3731
2. C -0.0604
3. C -0.0996
4. C -0.2934
5. C -0.0113
6. O 0.1227
7. O 0.0101
8. F 0.0160
9. H 0.0527
10. H 0.1170
11. H 0.1215
12. H 0.0991
13. H 0.1048
14. H 0.0987
15. H 0.0952

=====

Most stable one: A, least stable one: B.

=====

## A
C4H5BrO as an isolated structure. Source: the OMol25 dataset; level of theory: wB97M-V/def2-TZVPD.

CARTESIAN COORDINATES (ANGSTROEM)
C (0.67, -1.75, -0.66)
C (1.07, -0.57, -0.25)
C (-1.11, 1.18, 0.84)
C (-0.23, 0.89, -0.22)
O (-1.52, 0.50, -0.38)
Br (2.58, 0.04, 0.66)
H (1.44, -2.56, -0.65)
H (-0.17, -2.02, -1.26)
H (-1.26, 0.52, 1.79)
H (-1.58, 2.21, 1.09)
H (0.12, 1.56, -0.96)

frontier orbital gap: 10.29 eV
LUMO energy: 0.85 eV
E_HOMO: -9.438 eV
total charge: 0
M: 148.99 g mol⁻¹

Charges computed using Löwdin, reported in e:
1. C -0.0685
2. C -0.6920
3. C -0.1192
4. C -0.2962
5. O -0.0403
6. Br 0.7040
7. H 0.0723
8. H 0.0552
9. H 0.1401
10. H 0.1367
11. H 0.1078

=====

## B
An isolated molecule of C4H5BrO. Source: the OMol25 dataset; level of theory: wB97M-V/def2-TZVPD.

CARTESIAN COORDINATES (ANGSTROEM)
C (0.84, -1.64, -0.26)
C (1.22, -0.39, -0.23)
Br (2.95, 0.25, 0.00)
C (0.18, 0.78, -0.56)
C (-0.81, 1.17, 0.41)
O (-1.21, 0.45, -0.76)
H (1.63, -2.36, -0.28)
H (-0.19, -1.78, -0.11)
H (0.68, 1.60, -0.99)
H (-0.72, 0.75, 1.38)
H (-0.94, 2.21, 0.48)

frontier orbital gap: 10.35 eV
LUMO energy: 0.85 eV
E_HOMO: -9.499 eV
total charge: 0
SMILES: C=C(Br)[C@@H]1CO1
M: 148.99 g mol⁻¹

Charges computed using Löwdin, reported in e:
1. C -0.0121
2. C -0.7436
3. Br 0.7699
4. C -0.3175
5. C -0.1317
6. O 0.0031
7. H 0.0590
8. H 0.0598
9. H 0.1021
10. H 0.1135
11. H 0.0976

=====

Most stable one: B, least stable one: A.

=====

## A
An isolated molecule of C10H10O2. Source: the OMol25 dataset; level of theory: wB97M-V/def2-TZVPD.

CARTESIAN COORDINATES (ANGSTROEM)
C (1.68, 1.95, 2.11)
C (2.09, 0.94, 1.22)
C (0.36, 1.64, 2.41)
C (1.02, 0.12, 1.01)
C (-1.40, 0.36, -1.74)
C (-1.01, -0.82, -2.35)
C (-1.64, 1.51, -1.19)
C (-0.66, -2.06, -1.45)
C (-0.55, -1.74, 0.05)
C (0.87, -0.99, 0.20)
O (-0.87, -0.77, -3.56)
O (-0.10, 0.66, 1.66)
H (2.40, 2.71, 2.44)
H (3.03, 0.94, 0.73)
H (-0.29, 2.00, 3.17)
H (-0.83, 2.16, -0.91)
H (-2.62, 1.92, -1.05)
H (-1.43, -2.85, -1.52)
H (0.20, -2.41, -1.89)
H (-1.44, -1.33, 0.44)
H (-0.62, -2.68, 0.57)
H (1.81, -1.26, -0.36)

frontier orbital gap (spin up / spin down): 8.40 / 6.15 eV
LUMO energy (spin up / spin down): -0.33 / -0.89 eV
E_HOMO (spin up / spin down): -8.726 / -7.039 eV
total charge: 0
M: 162.19 g mol⁻¹

Charges computed using Löwdin, reported in e:
1. C -0.0466
2. C -0.0391
3. C -0.1273
4. C -0.3244
5. C 0.0590
6. C -0.4347
7. C 0.0387
8. C -0.1257
9. C -0.1509
10. C 0.0483
11. O 0.0851
12. O 0.0267
13. H 0.1141
14. H 0.1058
15. H 0.1150
16. H 0.0679
17. H 0.0665
18. H 0.1234
19. H 0.0793
20. H 0.0897
21. H 0.0962
22. H 0.1332

=====

## B
An isolated molecule of C10H10O2. Source: the OMol25 dataset; level of theory: wB97M-V/def2-TZVPD.

CARTESIAN COORDINATES (ANGSTROEM)
O (-0.25, 2.45, 1.31)
C (-0.62, 1.29, 1.10)
C (-0.03, 0.02, 1.62)
C (-1.34, -0.68, 1.51)
C (-2.01, -0.25, 0.37)
C (-1.27, 0.86, -0.23)
C (-0.09, 0.38, -1.24)
C (0.02, -1.16, -1.34)
C (0.75, -1.58, -0.23)
C (1.12, -0.40, 0.61)
C (1.27, 0.65, -0.57)
O (2.42, 0.29, -1.38)
H (0.35, 0.14, 2.64)
H (-1.69, -1.44, 2.17)
H (-2.99, -0.55, 0.09)
H (-1.89, 1.66, -0.65)
H (-0.15, 0.85, -2.24)
H (-0.38, -1.80, -2.12)
H (0.91, -2.62, -0.01)
H (2.05, -0.60, 1.12)
H (1.43, 1.73, -0.30)
H (2.40, 0.78, -2.22)

frontier orbital gap: 10.06 eV
LUMO energy: 0.88 eV
E_HOMO: -9.175 eV
total charge: 0
SMILES: O=C1[C@H]2C=C[C@@H]1[C@@H]1C=C[C@H]2[C@H]1O
M: 162.19 g mol⁻¹

Charges computed using Löwdin, reported in e:
1. O 0.0908
2. C -0.3401
3. C -0.1553
4. C -0.0199
5. C -0.0315
6. C -0.1532
7. C -0.1526
8. C -0.0072
9. C -0.0336
10. C -0.1488
11. C -0.2703
12. O -0.0340
13. H 0.1497
14. H 0.1079
15. H 0.1066
16. H 0.1508
17. H 0.1424
18. H 0.1019
19. H 0.1050
20. H 0.1394
21. H 0.1597
22. H 0.0922

=====

Most stable one: B, least stable one: A.

=====

## A
An isolated molecule of CH3O2PS. Source: the OMol25 dataset; level of theory: wB97M-V/def2-TZVPD.

CARTESIAN COORDINATES (ANGSTROEM)
C (-0.39, 0.96, -0.22)
O (1.88, -1.29, 0.31)
O (0.75, 1.14, 0.46)
P (-1.59, -0.30, 0.24)
S (1.95, -0.01, -0.37)
H (-0.57, 1.61, -1.06)
H (-1.18, -1.30, -0.65)
H (-0.85, -0.81, 1.30)

frontier orbital gap (spin up / spin down): 6.51 / 8.61 eV
LUMO energy (spin up / spin down): -1.43 / -0.69 eV
E_HOMO (spin up / spin down): -7.935 / -9.303 eV
total charge: 0
M: 110.07 g mol⁻¹

Charges computed using Löwdin, reported in e:
1. C -0.6036
2. O -0.5364
3. O -0.4732
4. P 0.8010
5. S 0.9710
6. H 0.0520
7. H -0.1083
8. H -0.1025

=====

## B
CH3O2PS as an isolated structure. Source: the OMol25 dataset; level of theory: wB97M-V/def2-TZVPD.

CARTESIAN COORDINATES (ANGSTROEM)
C (1.93, -0.85, 1.25)
O (1.48, -0.97, -1.26)
O (1.51, 0.19, 1.33)
P (-0.91, -0.06, -0.01)
S (1.10, 0.42, -0.80)
H (1.63, -1.54, 0.52)
H (-1.84, -0.06, -1.08)
H (-1.26, 1.19, 0.39)

frontier orbital gap (spin up / spin down): 7.82 / 8.02 eV
LUMO energy (spin up / spin down): -0.69 / -0.29 eV
E_HOMO (spin up / spin down): -8.512 / -8.312 eV
total charge: 0
M: 110.07 g mol⁻¹

Charges computed using Löwdin, reported in e:
1. C -0.1229
2. O -0.6706
3. O -0.1347
4. P 0.6214
5. S 0.6035
6. H 0.0096
7. H -0.1410
8. H -0.1653

=====

Most stable one: A, least stable one: B.